Record 1
ORCA calculation (ωB97M-V with the def2-TZVPD basis set) on a single C7H12ClO3P molecule in a non-equilibrium geometry.

XYZ file:
```
24
Properties=species:S:1:pos:R:3
C 2.527 1.035 -0.538
C 2.015 0.245 0.812
C 1.445 -1.268 0.548
C -0.164 -1.372 0.259
O -0.320 -1.643 -1.201
C -0.771 -0.348 -1.809
O -0.846 -0.143 -3.150
C -1.214 0.757 -0.683
C -1.171 -0.150 0.681
P -3.036 -0.524 0.971
O -3.745 1.071 1.282
Cl -3.963 -1.309 -0.781
H 3.534 1.593 -0.229
H 1.800 1.879 -0.913
H 2.818 0.314 -1.432
H 1.280 0.936 1.450
H 2.980 0.125 1.504
H 1.670 -1.897 1.535
H 1.992 -1.823 -0.327
H -0.440 -2.431 0.725
H -0.337 1.534 -0.641
H -2.188 1.328 -0.989
H -0.852 0.323 1.703
H -3.013 1.768 1.223
```

Summary:
- max |F| (eV/Å) = 9.46
- lowest unoccupied orbital energy (eV) = 0.23
- multiplicity = 1
- molar mass (g mol⁻¹) = 210.60
- HOMO-LUMO gap (eV) = 9.35
- SMILES string = CCC[C@@H]1OC(=O)C[C@H]1P(O)Cl

=====

Record 2
ORCA calculation (ωB97M-V with the def2-TZVPD basis set) on 11 unconnected molecules or ions with the total composition C40H86Cl6O18 in a non-equilibrium geometry.

XYZ file:
```
150
Properties=species:S:1:pos:R:3
O 21.129 11.429 -21.834
C 20.419 10.915 -21.002
C 19.771 9.601 -21.147
C 19.043 9.016 -20.179
O 18.540 7.789 -20.369
C 18.705 9.709 -18.929
O 18.165 9.156 -17.994
C 19.237 11.068 -18.832
C 20.094 11.579 -19.723
O 20.797 12.691 -19.455
H 19.939 9.008 -22.038
H 17.995 7.561 -19.596
H 19.081 11.576 -17.889
H 21.457 12.826 -20.157
C 16.801 11.579 -9.821
O 17.272 12.276 -10.969
C 17.144 11.471 -12.114
C 17.302 12.324 -13.355
O 18.681 12.429 -13.666
C 18.953 13.112 -14.857
H 17.397 10.662 -9.717
H 15.752 11.333 -9.993
H 16.989 12.159 -8.918
H 16.183 10.941 -12.197
H 17.880 10.654 -12.121
H 16.707 13.233 -13.231
H 16.891 11.740 -14.195
H 18.551 14.112 -15.043
H 18.608 12.498 -15.704
H 20.041 13.162 -14.921
C 22.708 12.839 -16.561
O 24.073 12.503 -16.479
C 24.860 13.577 -16.036
C 26.277 13.153 -15.742
O 26.370 12.188 -14.706
C 27.718 11.845 -14.484
H 22.113 12.238 -17.247
H 22.578 13.874 -16.896
H 22.280 12.693 -15.562
H 24.419 14.104 -15.184
H 24.968 14.320 -16.838
H 26.814 14.037 -15.376
H 26.761 12.838 -16.672
H 28.264 11.513 -15.378
H 27.692 10.950 -13.864
H 28.292 12.679 -14.069
C 17.233 8.937 -4.405
O 16.348 10.032 -4.410
C 16.505 10.827 -5.561
C 15.348 11.780 -5.677
O 14.191 11.000 -5.893
C 13.026 11.791 -6.063
H 16.972 8.266 -5.236
H 17.211 8.380 -3.474
H 18.257 9.259 -4.636
H 16.587 10.286 -6.509
H 17.405 11.442 -5.448
H 15.564 12.452 -6.523
H 15.214 12.437 -4.808
H 13.109 12.362 -6.992
H 12.976 12.478 -5.211
H 12.114 11.201 -6.101
C 10.024 12.972 -9.090
O 11.425 12.985 -8.962
C 11.979 14.225 -9.291
C 13.492 14.116 -9.414
O 13.798 13.417 -10.616
C 13.916 14.233 -11.760
H 9.525 13.239 -8.156
H 9.676 11.988 -9.413
H 9.628 13.605 -9.893
H 11.715 14.979 -8.530
H 11.636 14.738 -10.200
H 13.952 13.527 -8.620
H 13.972 15.097 -9.341
H 14.584 15.078 -11.581
H 12.928 14.542 -12.117
H 14.330 13.654 -12.587
C 14.817 4.514 -14.212
O 13.728 5.398 -14.029
C 13.641 6.050 -12.754
C 14.928 6.752 -12.317
O 15.623 7.437 -13.320
C 14.854 8.404 -14.003
H 15.710 4.894 -13.715
H 14.983 4.418 -15.283
H 14.562 3.519 -13.832
H 13.366 5.238 -12.075
H 12.805 6.734 -12.878
H 15.562 5.959 -11.929
H 14.648 7.441 -11.511
H 15.493 9.101 -14.539
H 14.221 8.972 -13.310
H 14.191 7.906 -14.716
C 10.699 7.989 -11.505
O 11.221 9.266 -11.801
C 11.378 10.131 -10.689
C 12.836 10.215 -10.248
O 13.289 8.974 -9.768
C 14.453 9.073 -8.954
H 9.704 7.985 -11.046
H 11.430 7.445 -10.899
H 10.560 7.498 -12.471
H 10.637 10.018 -9.895
H 11.199 11.133 -11.099
H 12.840 11.017 -9.499
H 13.415 10.503 -11.133
H 15.348 9.276 -9.550
H 14.601 8.069 -8.559
H 14.280 9.844 -8.202
C 16.983 15.017 -8.567
O 17.109 14.638 -7.219
C 18.316 15.004 -6.588
C 18.198 14.722 -5.078
O 17.216 15.508 -4.453
C 17.413 16.886 -4.564
H 16.056 14.564 -8.916
H 17.775 14.621 -9.209
H 16.901 16.099 -8.694
H 18.521 16.067 -6.747
H 19.162 14.461 -7.021
H 19.172 15.027 -4.669
H 18.130 13.656 -4.883
H 18.422 17.173 -4.233
H 16.719 17.389 -3.893
H 17.268 17.281 -5.573
Cl 17.700 4.683 -9.146
C 18.032 5.775 -10.543
C 17.511 7.166 -10.297
Cl 18.226 8.051 -8.906
H 17.616 5.353 -11.452
H 19.116 5.810 -10.626
H 16.456 7.179 -10.031
H 17.573 7.792 -11.187
Cl 21.417 10.479 -10.917
C 20.591 11.467 -9.688
C 20.670 10.779 -8.346
Cl 19.568 11.536 -7.154
H 19.579 11.663 -10.035
H 21.116 12.421 -9.661
H 21.650 10.759 -7.878
H 20.402 9.734 -8.504
Cl 16.396 15.992 -14.589
C 17.570 16.738 -13.489
C 17.785 15.923 -12.249
Cl 18.432 16.994 -10.934
H 17.409 17.799 -13.331
H 18.486 16.623 -14.073
H 18.509 15.121 -12.349
H 16.844 15.545 -11.854
```

Summary:
- max |F| (eV/Å) = 2.05
- lowest unoccupied orbital energy (eV) = -1.71
- multiplicity = 1
- molar mass (g mol⁻¹) = 1067.83
- HOMO-LUMO gap (eV) = 7.60
- SMILES string = O=C1C=C(O)C(=O)C=C1O.COCCOC.COCCOC.COCCOC.COCCOC.COCCOC.COCCOC.COCCOC.ClCCCl.ClCCCl.ClCCCl

=====

Record 3
ORCA calculation (ωB97M-V with the def2-TZVPD basis set) on a single C4H10N2O molecule in a non-equilibrium geometry.

XYZ file:
```
17
Properties=species:S:1:pos:R:3
C -1.168 0.281 1.670
N -1.108 0.945 0.343
C -0.145 0.479 -0.623
C 1.323 0.862 -0.356
C -0.418 -1.052 -0.911
N 0.650 -1.913 -0.880
O -1.432 -1.267 -1.537
H -2.219 0.325 1.956
H -0.576 0.876 2.376
H -0.865 -0.768 1.601
H -1.200 1.931 0.529
H -0.402 0.999 -1.555
H 1.415 1.607 0.436
H 2.019 0.078 0.015
H 1.903 0.804 -1.288
H 0.965 -2.441 -1.673
H 1.257 -1.746 -0.104
```

Summary:
- max |F| (eV/Å) = 3.24
- lowest unoccupied orbital energy (eV) = 0.75
- multiplicity = 1
- molar mass (g mol⁻¹) = 102.14
- HOMO-LUMO gap (eV) = 9.30
- SMILES string = CN[C@@H](C)C(N)=O